A structure of composition C42H63BClN8O5S4Sr. Source: OMol25; level of theory: the ωB97M-V functional and the def2-TZVPD basis.

Positions of all 125 atoms, in Å:
Sr -1.02 -1.56 0.00
C 3.91 -0.85 -3.53
C 3.62 0.17 -2.47
C 4.31 1.34 -2.39
C 4.00 2.28 -1.36
N 3.08 2.02 -0.49
N 2.40 0.87 -0.56
B 1.39 0.72 0.58
N 0.03 1.35 0.25
N 0.10 2.13 -0.85
C -0.82 3.00 -1.09
C -1.91 3.18 -0.20
C -2.02 2.40 0.91
C -3.16 2.53 1.87
C -1.00 1.42 1.15
S -1.07 0.41 2.49
C -0.71 3.82 -2.36
C -0.81 5.31 -2.02
C 0.64 3.56 -3.05
C -1.85 3.39 -3.29
N 1.88 1.31 1.95
N 1.85 2.51 2.45
C 2.08 2.62 3.74
C 2.39 1.48 4.52
C 2.38 0.21 3.98
C 2.64 -1.05 4.74
C 2.06 0.17 2.63
S 1.74 -1.03 1.42
C 1.94 4.02 4.31
C 0.45 4.41 4.16
C 2.81 4.99 3.51
C 2.32 4.08 5.79
C 2.59 -0.08 -1.50
S 1.70 -1.51 -1.53
C 4.75 3.59 -1.24
C 4.62 4.37 -2.56
C 6.23 3.29 -0.97
C 4.20 4.44 -0.09
H 4.68 -0.50 -4.20
H 3.00 -1.07 -4.09
H 4.22 -1.78 -3.07
H 5.09 1.56 -3.10
H -2.67 3.93 -0.41
H -3.88 3.27 1.51
H -2.79 2.83 2.85
H -3.65 1.57 1.99
H -0.04 5.60 -1.30
H -1.79 5.57 -1.61
H -0.67 5.91 -2.93
H 1.46 3.85 -2.39
H 0.70 4.14 -3.97
H 0.75 2.50 -3.29
H -2.83 3.52 -2.81
H -1.75 2.34 -3.55
H -1.84 3.98 -4.21
H 2.60 1.60 5.58
H 2.90 -0.85 5.78
H 3.46 -1.60 4.27
H 1.75 -1.69 4.70
H 0.15 4.36 3.11
H 0.29 5.42 4.53
H -0.18 3.72 4.73
H 2.55 4.96 2.45
H 3.87 4.74 3.61
H 2.66 6.01 3.87
H 1.67 3.45 6.40
H 2.22 5.11 6.14
H 3.36 3.78 5.94
H 5.07 3.83 -3.39
H 5.14 5.33 -2.46
H 3.58 4.57 -2.79
H 6.68 2.72 -1.79
H 6.35 2.72 -0.05
H 6.79 4.22 -0.87
H 3.13 4.64 -0.24
H 4.73 5.39 -0.04
H 4.31 3.92 0.86
O -1.28 -0.27 -1.94
H -1.47 -0.80 -2.72
H -2.15 0.16 -1.71
O 0.20 -3.81 0.21
H 0.97 -3.69 0.79
H 0.56 -3.86 -0.68
Cl -5.77 -2.21 -0.90
C -5.40 -0.69 -0.02
C -3.91 -0.39 -0.21
O -3.61 0.53 -0.99
O -3.08 -1.10 0.44
H -5.65 -0.85 1.02
H -6.01 0.09 -0.46
C -3.44 -7.49 -1.46
N -3.55 -6.07 -1.21
N -2.70 -5.19 -1.85
C -2.54 -4.06 -1.07
O -1.88 -3.06 -1.43
C -3.28 -4.31 0.12
C -3.85 -5.54 0.01
C -4.70 -6.28 0.97
C -2.46 -5.26 -3.25
C -1.22 -4.88 -3.75
C -0.99 -4.93 -5.11
C -1.98 -5.37 -5.98
C -3.22 -5.74 -5.47
C -3.46 -5.68 -4.11
H -3.08 -7.66 -2.47
H -4.42 -7.96 -1.37
H -2.75 -7.97 -0.76
H -3.39 -3.58 0.90
H -5.04 -5.60 1.75
H -4.16 -7.10 1.44
H -5.58 -6.70 0.47
H -0.45 -4.54 -3.07
H -0.02 -4.63 -5.50
H -1.79 -5.42 -7.04
H -4.00 -6.07 -6.14
H -4.44 -5.94 -3.72
C -2.54 -2.96 3.74
S -0.80 -2.99 3.23
C -0.52 -4.78 3.27
H -3.11 -3.64 3.11
H -2.89 -1.94 3.59
H -2.63 -3.24 4.78
H -0.86 -5.18 4.23
H 0.55 -4.95 3.18
H -1.04 -5.26 2.44

Results
Energy relative to the best compared isomer or geometry (same formula, charge and spin) in kJ/mol: 111.6
E in Ha: -4561.0626
Net charge: +1
Kohn-Sham gap in eV: 7.6931
Molar mass in u: 1022.2

A cluster of 8 separate species, C42H64BF21O27P2 in total. Source: OMol25; level of theory: the ωB97M-V functional and the def2-TZVPD basis.

Positions of all 157 atoms, in Å:
C -2.60 2.53 -1.83
C -1.39 2.65 -2.74
O -0.98 1.31 -3.05
C 0.17 1.16 -3.71
O 0.75 2.08 -4.30
C 0.72 -0.24 -3.68
C 1.46 -0.61 -2.37
C 2.23 0.55 -1.73
C 3.62 0.12 -1.22
C 3.37 -1.00 -0.13
C 3.59 -2.42 -0.61
O 2.64 -3.20 -0.79
O 4.87 -2.84 -0.85
O 4.42 -0.51 -2.19
C 5.05 0.30 -3.14
O 4.17 0.91 -4.05
C 4.31 1.28 -0.49
C 4.18 2.67 -1.18
B 3.24 3.61 -0.33
O 3.77 4.20 0.80
O 1.93 3.90 -0.67
O 5.67 0.92 -0.28
C 6.33 1.64 0.74
P 6.89 0.59 2.20
C 5.36 0.63 3.23
O 6.97 -0.95 1.61
P 7.75 2.53 -0.04
O 7.41 3.93 -0.38
O 9.01 2.52 0.94
O 8.12 1.69 -1.35
H -2.83 3.53 -1.47
H -3.46 2.20 -2.41
H -2.42 1.86 -1.00
H -1.65 3.22 -3.62
H -0.58 3.15 -2.22
H 1.37 -0.37 -4.53
H -0.12 -0.93 -3.79
H 2.18 -1.37 -2.63
H 0.75 -1.04 -1.68
H 1.68 0.91 -0.86
H 2.35 1.38 -2.42
H 4.08 -0.83 0.68
H 2.39 -0.89 0.29
H 5.42 -2.80 -0.07
H 5.74 -0.35 -3.67
H 5.63 1.10 -2.69
H 3.57 0.23 -4.37
H 3.84 1.34 0.49
H 5.17 3.13 -1.14
H 3.90 2.62 -2.22
H 3.16 4.13 1.54
H 1.41 3.11 -0.82
H 5.73 2.46 1.14
H 5.40 1.52 3.86
H 4.45 0.70 2.63
H 5.27 -0.26 3.85
H 6.17 -1.41 1.86
H 9.11 3.43 1.23
H 8.28 2.36 -2.02
C -5.02 -3.28 -1.98
C -6.20 -2.36 -2.17
O -6.51 -1.65 -0.95
C -5.74 -0.61 -0.67
O -4.81 -0.24 -1.32
C -6.25 0.05 0.62
F -6.53 -0.87 1.54
F -7.38 0.73 0.36
F -5.38 0.90 1.14
H -5.19 -3.96 -1.15
H -4.85 -3.86 -2.88
H -4.12 -2.72 -1.75
H -7.10 -2.91 -2.41
H -6.02 -1.65 -2.97
C 9.78 -1.02 -1.79
C 9.78 -1.25 -3.28
O 11.08 -1.64 -3.76
C 11.39 -2.91 -3.62
O 10.72 -3.77 -3.15
C 12.79 -3.17 -4.22
F 13.66 -2.22 -3.84
F 12.72 -3.16 -5.55
F 13.26 -4.34 -3.83
H 10.54 -0.29 -1.51
H 8.81 -0.65 -1.46
H 10.00 -1.94 -1.25
H 9.54 -0.33 -3.81
H 9.04 -1.99 -3.57
C -1.66 -7.23 1.43
C -0.61 -6.75 0.45
O -0.93 -5.43 -0.05
C -0.60 -4.42 0.73
O -0.05 -4.47 1.79
C -0.97 -3.10 0.03
F -2.20 -3.18 -0.49
F -0.12 -2.85 -0.96
F -0.94 -2.08 0.88
H -2.65 -7.20 0.98
H -1.44 -8.26 1.73
H -1.67 -6.61 2.32
H -0.59 -7.39 -0.43
H 0.38 -6.75 0.88
C -5.82 3.58 3.08
C -5.76 5.00 2.56
O -4.95 5.83 3.41
C -3.65 5.76 3.23
O -3.05 5.10 2.44
C -2.95 6.74 4.20
F -3.46 6.65 5.44
F -3.11 8.00 3.79
F -1.65 6.48 4.27
H -6.18 3.57 4.10
H -6.50 2.99 2.47
H -4.84 3.11 3.07
H -6.75 5.45 2.56
H -5.38 5.04 1.53
C -0.46 4.89 6.63
C -0.12 3.48 6.22
O 0.92 2.92 7.05
C 0.54 2.44 8.22
O -0.57 2.41 8.66
C 1.76 1.85 8.96
F 2.81 2.68 8.89
F 2.11 0.69 8.40
F 1.48 1.64 10.23
H 0.43 5.52 6.63
H -1.19 5.31 5.94
H -0.88 4.92 7.64
H 0.28 3.45 5.21
H -0.99 2.83 6.25
C -11.79 3.13 4.35
C -11.31 2.22 3.24
O -10.99 2.98 2.05
C -9.80 3.55 2.03
O -8.97 3.51 2.89
C -9.59 4.27 0.69
F -10.67 4.97 0.35
F -9.35 3.37 -0.27
F -8.55 5.09 0.76
H -12.63 3.73 4.01
H -12.10 2.54 5.21
H -11.00 3.81 4.67
H -12.10 1.54 2.94
H -10.45 1.63 3.54
C -2.96 -6.47 -7.59
C -3.93 -7.48 -7.02
O -3.58 -7.85 -5.68
C -3.97 -7.02 -4.72
O -4.58 -6.00 -4.87
C -3.54 -7.59 -3.36
F -2.28 -8.04 -3.40
F -4.33 -8.62 -3.03
F -3.62 -6.68 -2.40
H -1.94 -6.84 -7.53
H -3.20 -6.26 -8.63
H -3.00 -5.53 -7.03
H -3.89 -8.41 -7.59
H -4.96 -7.12 -7.05

Results
SMILES: CCOC(=O)CCC[C@@](CC(=O)O)(OCO)[C@H](CB(O)O)O[C@@H](P(C)O)P(=O)(O)O.CCOC(=O)C(F)(F)F.CCOC(=O)C(F)(F)F.CCOC(=O)C(F)(F)F.CCOC(=O)C(F)(F)F.CCOC(=O)C(F)(F)F.CCOC(=O)C(F)(F)F.CCOC(=O)C(F)(F)F
E in Ha: -6475.3498
Net charge: 0
Kohn-Sham gap in eV: 8.7471
Molar mass in u: 1472.7

A structure of composition C42H65BaN9O4. Source: OMol25; level of theory: the ωB97M-V functional and the def2-TZVPD basis.

Positions of all 121 atoms, in Å:
Ba 15.54 -6.37 -13.92
C 15.06 -5.16 -18.73
C 14.73 -5.82 -20.01
C 14.42 -7.43 -19.97
O 13.97 -8.00 -20.95
C 14.70 -8.01 -18.63
C 15.02 -7.32 -17.51
C 15.13 -5.83 -17.55
O 15.29 -5.06 -16.50
O 15.14 -8.05 -16.44
O 14.70 -5.14 -21.05
H 15.13 -4.08 -18.75
H 14.52 -9.08 -18.62
C 20.84 -6.34 -18.04
C 19.40 -6.48 -18.60
C 18.56 -7.54 -17.79
C 18.36 -7.17 -16.39
N 18.19 -6.93 -15.29
H 21.45 -5.65 -18.62
H 21.29 -7.33 -18.07
H 20.77 -5.99 -17.01
H 19.51 -6.69 -19.66
H 18.85 -5.54 -18.65
H 19.05 -8.51 -17.87
H 17.58 -7.62 -18.25
C 19.28 -3.82 -21.11
C 17.96 -4.52 -21.53
C 17.17 -3.82 -22.72
C 18.02 -3.58 -23.91
N 18.67 -3.32 -24.84
H 19.79 -3.50 -22.01
H 19.86 -4.45 -20.43
H 19.12 -2.85 -20.65
H 17.34 -4.78 -20.67
H 18.21 -5.53 -21.87
H 16.63 -2.94 -22.36
H 16.39 -4.53 -23.01
C 16.94 -7.01 -25.01
C 16.54 -8.42 -24.49
C 16.22 -8.52 -23.00
C 17.40 -8.36 -22.14
N 18.37 -8.29 -21.48
H 17.16 -7.06 -26.07
H 17.84 -6.61 -24.54
H 16.07 -6.36 -24.98
H 17.30 -9.16 -24.74
H 15.62 -8.71 -25.00
H 15.79 -9.50 -22.79
H 15.49 -7.74 -22.75
C 11.98 -0.64 -14.11
C 12.09 -1.38 -15.44
C 13.34 -2.24 -15.57
C 13.49 -3.28 -14.54
N 13.64 -4.09 -13.74
H 12.90 -0.05 -14.01
H 12.00 -1.27 -13.22
H 11.14 0.06 -14.02
H 11.92 -0.73 -16.30
H 11.22 -2.03 -15.56
H 14.25 -1.65 -15.53
H 13.40 -2.81 -16.50
C 15.56 -11.11 -19.82
C 16.34 -11.74 -18.64
C 16.36 -10.78 -17.44
C 16.94 -11.43 -16.23
N 17.40 -11.92 -15.30
H 15.68 -11.64 -20.76
H 15.93 -10.10 -20.01
H 14.49 -11.07 -19.62
H 17.38 -11.94 -18.88
H 15.89 -12.70 -18.38
H 15.35 -10.48 -17.15
H 16.86 -9.84 -17.67
C 12.87 -4.58 -25.47
C 12.91 -4.57 -23.94
C 12.81 -5.95 -23.33
C 11.56 -6.66 -23.63
N 10.53 -7.16 -23.87
H 12.96 -3.53 -25.76
H 11.96 -4.99 -25.91
H 13.72 -5.14 -25.84
H 12.12 -3.92 -23.58
H 13.88 -4.14 -23.67
H 12.71 -5.91 -22.25
H 13.66 -6.59 -23.58
C 8.79 -9.66 -20.54
C 9.71 -8.50 -20.08
C 11.21 -8.86 -19.94
C 11.45 -9.99 -19.00
N 11.68 -10.82 -18.26
H 9.06 -10.05 -21.52
H 7.81 -9.18 -20.65
H 8.65 -10.44 -19.79
H 9.28 -8.11 -19.15
H 9.61 -7.72 -20.82
H 11.79 -8.09 -19.43
H 11.68 -9.03 -20.91
C 12.88 -0.42 -19.93
C 13.82 -1.63 -19.94
C 15.10 -1.37 -20.76
C 14.90 -1.08 -22.19
N 14.79 -0.83 -23.32
H 13.38 0.54 -19.77
H 12.13 -0.54 -19.14
H 12.32 -0.37 -20.86
H 13.24 -2.45 -20.36
H 14.06 -1.95 -18.93
H 15.70 -2.28 -20.76
H 15.63 -0.58 -20.24
C 18.87 -3.18 -16.25
C 18.15 -2.63 -17.57
C 17.82 -1.13 -17.51
C 18.89 -0.22 -17.12
N 19.80 0.46 -16.80
H 19.72 -2.56 -15.97
H 19.21 -4.21 -16.37
H 18.16 -3.21 -15.43
H 17.19 -3.11 -17.75
H 18.85 -2.81 -18.39
H 17.07 -0.88 -16.76
H 17.34 -0.82 -18.44

Results
Energy relative to the best compared isomer or geometry (same formula, charge and spin) in kJ/mol: 105.3
E in Ha: -2458.5660
Net charge: 0
Kohn-Sham gap in eV: 5.8287
Molar mass in u: 897.4